# 1
Density functional theory data (ωB97M-V/def2-TZVPD) for a cluster of 2 separate species, C3H4N2O in total at a distorted geometry.

Geometry (Å):
N 1.009 0.501 0.342
C 1.420 -0.655 0.091
O 0.580 -1.618 -0.459
C -0.406 -1.339 -1.298
C -2.120 1.118 0.596
N -3.267 1.216 0.698
H 1.741 1.082 0.748
H 2.405 -1.082 0.280
H -0.314 -0.239 -1.496
H -1.048 1.017 0.499

Cartesian forces, eV/Å:
N 0.2 -0.3 0.0
C 0.1 0.4 0.1
O -0.3 -0.1 -0.2
C 0.3 0.2 0.2
C -1.1 0.1 0.1
N 1.2 -0.1 -0.1
H -0.1 -0.1 0.0
H -0.1 0.0 0.0
H -0.1 -0.1 0.0
H -0.2 0.0 0.0

Output
LUMO level: -0.38 eV
ΔE to the lowest compared entry with this formula, charge and spin: 5.003 eV
Total charge: 0



# 2
Density functional theory data (ωB97M-V/def2-TZVPD) for a cluster of 2 separate species, C3H4N2O in total.

Geometry (Å):
C 1.695 -0.021 1.176
C 1.164 0.829 0.329
N 0.716 1.660 -0.455
H 2.362 -0.798 0.822
H 1.443 0.019 2.228
H -0.174 1.369 -0.870
N -1.890 -0.022 -1.021
C -1.498 -1.152 -0.781
O -0.997 -2.191 -0.605
H -2.822 0.307 -0.823

Cartesian forces, eV/Å:
C -0.1 0.1 -0.1
C -0.2 0.2 -0.2
N 0.2 -0.5 0.4
H -0.1 0.1 0.0
H 0.0 0.1 -0.1
H 0.1 0.1 0.0
N 0.2 -0.5 0.1
C 0.2 -0.3 0.1
O -0.4 0.8 -0.2
H 0.0 -0.1 0.0

Output
SMILES: C=C=N.N=C=O
LUMO level: 0.54 eV
ΔE to the lowest compared entry with this formula, charge and spin: 1.745 eV
Total charge: 0



Number 1: M 84.08 Da, HOMO -9.495 eV, orbital gap 9.12 eV. Number 2: M 84.08 Da, HOMO -9.006 eV, orbital gap 9.54 eV.